[1]
Here is a single C6H13N molecule at a distorted geometry from OMol25. Energies are from ωB97M-V with the def2-TZVPD basis set.

```
! wB97M-V def2-TZVPD RIJCOSX def2/J DEFGRID3
* xyz 0 1
H -2.241 -0.688 2.326
C 1.636 0.548 -0.542
H -0.147 -2.544 1.473
H 0.103 -2.284 -0.186
C 0.466 -0.018 -1.343
H 2.044 2.286 0.446
H -1.562 -0.154 -1.371
C -0.653 -2.116 0.583
H 0.635 -1.020 -1.750
C -0.842 0.170 -0.612
H 2.608 0.169 -0.894
C -1.511 -0.084 1.775
C -0.933 -0.610 0.685
H 1.598 0.184 0.516
H 1.760 2.587 -1.093
N 1.440 2.000 -0.327
H -1.647 0.979 1.978
H 0.611 0.522 -2.317
H -0.960 1.228 -0.385
H -1.576 -2.653 0.485
*
```

Summary:
**SMILES string**: C=C(C)CCCN
**Max |F|**: 2.54 eV/A
**Orbital gap**: 9.79 eV
**Relative energy (zero: lowest compared OMol25 entry of this formula, charge and spin)**: 1.546 eV

---

[2]
Here is a single C29H34N2O5 molecule at a distorted geometry from OMol25. Energies are from ωB97M-V with the def2-TZVPD basis set.

```
! wB97M-V def2-TZVPD RIJCOSX def2/J DEFGRID3
* xyz 0 1
C 0.492 -0.024 0.041
C 2.363 -1.784 0.964
C 3.219 -3.972 -0.549
C 2.066 3.529 -1.686
C 1.095 0.093 1.249
H -4.399 -0.651 1.552
O -5.774 -0.706 -0.813
H -0.666 5.213 0.644
H -0.676 3.437 2.310
C -0.460 1.119 -0.147
O 2.005 -0.734 1.756
C 0.639 1.344 1.922
O 0.316 -1.232 -1.992
C -4.505 -0.288 -0.571
H -1.964 0.984 -2.412
C 3.326 -2.657 1.467
H 1.992 1.462 -2.324
C 3.222 2.881 0.276
H -8.988 -1.396 1.564
C 0.801 -1.099 -0.881
N -0.258 1.883 1.064
H 2.726 4.403 -1.837
H 5.674 -4.683 0.648
N 1.918 3.222 -0.273
H 1.544 4.198 1.518
H 3.919 3.736 0.214
C 2.267 -3.105 -1.039
H 4.823 1.483 -0.146
C 2.671 2.325 -2.408
C 3.815 1.706 -0.501
C -2.584 0.163 0.798
C -0.856 3.174 1.264
H 4.410 -5.679 1.354
H -1.935 3.100 1.091
H -0.544 4.059 -0.682
H -9.787 -2.425 0.375
H 3.479 -6.075 -0.843
H -4.285 0.169 -2.641
C -3.796 0.179 -1.680
C 1.274 4.300 0.465
H 3.103 2.600 1.324
O 3.931 1.994 -1.873
H 2.837 2.552 -3.463
C -1.885 0.639 -0.300
H -8.366 -0.728 -0.768
H 3.726 -2.458 2.449
O 0.979 1.797 2.994
C 4.796 -4.662 1.292
C -7.912 -1.603 -0.299
H 3.179 0.819 -0.366
H -7.763 -2.356 -1.074
C -0.252 4.247 0.351
H -2.110 0.151 1.769
H 1.089 3.758 -2.116
C 3.674 -5.140 -1.367
C -3.885 -0.292 0.674
H 1.636 5.284 0.118
H -6.672 -0.429 1.030
H -8.383 -3.025 1.258
C -8.824 -2.146 0.793
H -6.058 -2.075 0.712
H 3.157 -5.162 -2.322
H -0.175 1.710 -1.025
H 1.833 -3.252 -2.018
C -2.504 0.637 -1.544
H 4.746 -5.083 -1.554
C 3.759 -3.742 0.730
H 5.099 -4.343 2.285
C 1.816 -2.004 -0.307
C -6.550 -1.203 0.258
*
```

Summary:
**SMILES string**: CCCOc1ccc([C@@H]2c3c(oc4cc(C)c(C)cc4c3=O)C(=O)N2CCCN2CCOCC2)cc1
**Max |F|**: 1.29 eV/A
**Orbital gap**: 8.30 eV
**Relative energy (zero: lowest compared OMol25 entry of this formula, charge and spin)**: 0.000 eV

---

[3]
Here is 2 unconnected molecules or ions with the total composition C3H2S at a distorted geometry from OMol25. Energies are from ωB97M-V with the def2-TZVPD basis set.

```
! wB97M-V def2-TZVPD RIJCOSX def2/J DEFGRID3
* xyz 0 1
S 4.192 0.024 0.172
H -0.085 1.579 -0.267
H -0.308 -1.525 0.222
C 0.242 -0.715 -0.169
C 1.387 -0.239 -0.895
C 0.352 0.590 -0.381
*
```

Summary:
**Max |F|**: 1.90 eV/A
**Orbital gap (spin up / spin down)**: 7.25 / 7.25 eV
**Relative energy (zero: lowest compared OMol25 entry of this formula, charge and spin)**: 4.415 eV

---

[4]
Here is a molecular structure, C27H43N6SSeSi2TeTl at a distorted geometry from OMol25. Energies are from ωB97M-V with the def2-TZVPD basis set.

```
! wB97M-V def2-TZVPD RIJCOSX def2/J DEFGRID3
* xyz 0 1
H -2.143 -1.446 5.271
C -4.709 0.113 -2.102
H -5.234 1.604 1.724
H 2.791 0.567 4.213
H -0.978 -4.312 -4.044
H 1.501 -4.799 4.695
H 3.950 2.737 -5.852
C -6.056 -0.233 -1.819
N -4.046 0.492 -0.920
C 1.131 1.870 -3.809
H 3.067 4.080 -4.941
H -8.015 -0.847 -2.543
H -7.076 -1.177 -4.825
C 2.953 1.528 3.690
H 1.352 -2.214 1.254
C 3.679 0.162 -4.106
Te 2.582 1.259 -0.125
N -6.175 0.027 -0.447
H 4.769 0.197 -4.032
H -0.139 -3.381 5.908
N -1.033 -0.960 2.277
H -5.280 -0.151 2.097
H 3.380 -0.108 -5.157
H 4.544 2.237 -1.643
H 4.343 -0.504 1.081
H -4.793 -0.516 -5.400
S -0.884 -2.700 -2.124
C -2.351 4.286 0.462
C 5.794 0.253 3.757
H 3.046 2.324 4.471
H 3.298 -0.614 -3.424
H 0.340 -3.119 -4.110
H -3.844 -0.122 3.708
H -0.929 -4.346 -0.313
H 6.708 0.023 3.184
C 0.102 -3.207 4.862
H 0.750 1.719 -4.856
C -4.787 0.628 1.491
H 3.147 3.424 -1.642
H 6.282 3.259 2.225
C 1.462 -3.619 2.856
Tl -1.330 0.931 -0.442
C -2.990 0.342 3.237
C -1.648 -3.951 -1.035
H 0.526 -4.507 -3.027
N -2.294 3.110 0.503
H 2.069 1.760 3.075
H 4.720 3.582 -4.504
H 0.785 2.848 -3.382
H 5.196 3.618 3.661
C 1.052 -3.972 4.152
H 5.313 0.734 0.316
C 3.463 2.358 -1.790
C -4.946 0.413 0.038
C -5.130 -0.412 -4.382
H 2.142 -4.282 2.325
Se -2.327 6.066 0.489
C -6.426 -0.780 -4.065
C 4.400 0.596 0.968
N -1.578 -1.383 4.423
H -7.063 -0.058 0.029
H 0.737 1.052 -3.176
C -0.498 -2.221 4.132
C 3.769 3.172 -4.842
C -0.211 -3.763 -3.459
H -2.353 -3.353 -0.483
H -2.606 1.210 3.783
C 5.259 3.183 2.612
C -6.957 -0.651 -2.791
C -1.903 -0.693 3.270
C -0.137 -1.908 2.786
N -3.381 0.653 1.816
H -3.271 0.469 -3.664
C -4.251 0.070 -3.406
H -2.144 -4.733 -1.582
H 6.041 0.743 4.758
C 0.951 -2.515 2.194
Si 4.603 1.379 2.742
Si 3.032 1.875 -3.699
H -2.985 1.565 1.576
H 5.291 -0.706 3.921
H 4.578 3.745 1.933
*
```

Summary:
**Max |F|**: 2.78 eV/A
**Orbital gap**: 7.14 eV
**Relative energy (zero: lowest compared OMol25 entry of this formula, charge and spin)**: 0.000 eV

---

[5]
Here is a molecular structure, C8H16Cl2LiO10 at a distorted geometry from OMol25. Energies are from ωB97M-V with the def2-TZVPD basis set.

```
! wB97M-V def2-TZVPD RIJCOSX def2/J DEFGRID3
* xyz -1 1
C 1.292 0.373 -2.836
C -1.761 0.795 2.519
H 2.008 2.207 -0.604
C 1.055 1.813 -2.501
H -0.673 -0.768 3.469
Cl 2.098 -1.523 1.219
O -1.020 -1.656 -0.829
O -1.805 -0.994 -2.888
C -1.483 -1.378 1.618
C -0.724 0.955 1.348
H 2.812 -0.225 -1.441
H 0.217 1.140 1.866
O 2.469 -2.894 1.219
H -2.744 0.928 2.067
H 2.005 0.312 -3.658
O 0.996 0.521 -0.572
H 0.281 2.559 -0.599
H -0.828 -2.247 1.681
O -3.171 -0.831 -0.927
H -1.715 1.494 3.354
Cl -1.850 -0.670 -1.474
H -2.438 -1.581 1.133
O 3.124 -0.709 0.671
C 1.044 1.896 -1.006
H 0.113 2.222 -2.865
H 1.790 2.475 -2.960
H 1.377 -1.303 -1.554
H 0.355 -0.083 -3.157
C 1.724 -0.271 -1.503
H -1.036 1.598 0.525
O 0.836 -1.360 0.551
C -1.609 -0.632 2.928
Li -0.107 -0.292 -0.353
O -0.813 -0.342 0.748
H -2.398 -1.016 3.575
O -1.298 0.644 -1.329
O 1.875 -1.159 2.565
*
```

Summary:
**Max |F|**: 17.39 eV/A
**Orbital gap**: 8.39 eV
**Relative energy (zero: lowest compared OMol25 entry of this formula, charge and spin)**: 9.299 eV

---

[6]
Here is a single C6H8N2O molecule at a distorted geometry from OMol25. Energies are from ωB97M-V with the def2-TZVPD basis set.

```
! wB97M-V def2-TZVPD RIJCOSX def2/J DEFGRID3
* xyz 0 1
C -0.748 -1.164 -1.575
C 1.971 0.453 1.475
N 0.318 0.429 0.032
N 0.917 1.617 -0.129
H 0.280 -1.475 -1.674
H -1.406 -2.054 -1.134
H 0.607 -1.193 1.376
C -2.046 -0.219 0.268
C -0.882 0.135 -0.688
O -3.171 -0.508 -0.016
H 2.464 2.638 0.790
C 0.926 -0.315 0.989
C 1.931 1.622 0.768
H 2.731 0.217 2.217
H -1.144 -0.939 -2.535
H -1.598 -0.236 1.255
H -1.153 0.995 -1.419
*
```

Summary:
**SMILES string**: C[C@@H](C=O)n1cccn1
**Max |F|**: 3.98 eV/A
**Orbital gap**: 10.25 eV
**Relative energy (zero: lowest compared OMol25 entry of this formula, charge and spin)**: 1.809 eV

---

[7]
Here is 11 unconnected molecules or ions with the total composition C27H47Br3N12O14 at a distorted geometry from OMol25. Energies are from ωB97M-V with the def2-TZVPD basis set.

```
! wB97M-V def2-TZVPD RIJCOSX def2/J DEFGRID3
* xyz -2 1
H -1.126 -2.166 -0.914
H 3.762 0.628 -0.240
H 0.097 2.784 2.239
H -1.404 -4.952 -5.002
H -5.113 -2.431 4.651
H 3.643 -1.463 -0.538
H 4.334 0.439 -5.872
H 5.486 0.510 -0.403
H 1.611 1.606 -0.561
O 3.789 -1.215 -4.092
H -8.628 2.083 0.499
H -2.526 0.035 -0.267
O -7.812 2.588 0.520
C -0.221 -3.949 -3.561
C 3.592 -3.285 -1.576
H 2.681 1.555 -3.048
O 0.961 -4.231 -4.246
H -7.813 0.143 -0.495
C 4.777 2.365 -0.815
O -1.459 1.599 4.359
H 2.937 0.143 2.835
C -0.281 1.098 0.067
C -2.503 -3.129 -2.343
O 1.173 5.219 3.598
H -2.892 3.182 5.735
C 4.836 -0.448 3.260
N 0.086 3.794 2.135
C -0.067 -3.225 -2.378
H -0.451 2.058 0.583
H 3.233 -0.496 4.481
H -5.855 -1.136 -1.104
N -3.980 -1.144 1.981
C 3.426 -0.031 -4.076
Br -0.089 5.999 -1.720
H 0.909 -3.021 -1.967
O -3.287 -0.198 -0.877
C -1.279 -2.813 -1.773
Br 2.329 4.433 -3.256
H -3.528 -4.195 -3.931
H 3.203 -6.306 -2.467
H -3.187 -0.605 1.645
H -0.742 1.221 -0.920
H 1.452 -0.158 -0.435
C 1.245 0.788 0.095
N 5.043 -0.181 1.965
H -3.808 3.705 4.401
N 2.115 3.266 2.803
H -5.914 -2.212 3.135
H 4.279 -2.932 -2.336
H 2.380 -1.294 1.225
H -0.691 4.431 2.158
C 2.282 -4.404 0.662
C -6.742 1.909 0.006
N -3.031 3.171 4.743
N 4.644 1.051 -0.488
O 5.581 -1.111 3.986
H -2.245 1.787 1.956
H 2.525 0.014 -2.307
C -3.926 -1.509 3.283
C -6.838 0.617 -0.475
H 3.456 1.716 -5.102
H -3.380 2.268 -0.145
N 2.692 0.553 -3.144
O 3.349 -5.389 -2.710
H 2.173 -6.137 -0.541
C -5.706 -0.112 -0.786
H -4.825 -1.275 1.461
N 3.884 0.806 -5.058
O -3.007 -1.240 4.039
Br -0.848 3.093 -2.994
H 2.875 2.585 -0.060
C -5.492 2.520 0.093
O -1.214 0.281 0.770
O 2.239 -2.187 1.586
O 5.829 2.887 -1.169
N 3.624 3.035 -0.563
C 3.177 -4.585 -1.593
C 2.623 -3.043 0.622
H 1.591 -4.621 -3.628
H 2.940 3.334 3.376
H -3.553 -2.170 -1.056
C -2.591 -3.916 -3.470
C -2.306 2.356 3.930
H 4.446 0.407 1.401
N -2.631 2.470 2.609
C 1.116 4.182 2.934
N -5.090 -2.123 3.696
C -4.434 0.454 -0.567
H -3.130 3.191 2.120
H 1.704 -4.878 1.441
C 3.240 -2.467 -0.522
H 5.986 -0.263 1.619
O -3.719 -2.853 -1.725
C -4.352 1.793 -0.173
C -1.419 -4.398 -4.074
H -5.415 3.522 0.495
C 2.475 -5.093 -0.533
H 0.836 3.897 -1.346
H 3.696 4.037 -0.585
C 0.597 4.325 -2.315
N 3.546 -0.115 3.608
H 2.079 2.426 2.231
O 1.960 0.746 1.301
*
```

Summary:
**Max |F|**: 3.27 eV/A
**Orbital gap**: 5.41 eV

---

[8]
Here is 2 unconnected molecules or ions with the total composition C5H17N3O at a distorted geometry from OMol25. Energies are from ωB97M-V with the def2-TZVPD basis set.

```
! wB97M-V def2-TZVPD RIJCOSX def2/J DEFGRID3
* xyz 0 1
H 0.225 -2.051 -0.701
H -2.451 0.936 1.998
C -0.171 0.095 -0.282
H 1.657 0.660 -2.917
H -0.410 1.399 -2.042
H 1.605 -0.717 -1.844
H 2.328 -1.001 1.874
H 1.537 2.824 -0.685
C -2.267 0.409 1.058
C -0.139 0.366 -1.810
H -0.891 -0.177 -2.403
H -0.563 1.580 1.044
C 0.419 -1.656 1.387
N -1.082 0.986 0.428
H 2.206 -1.676 0.431
H -0.027 -2.568 1.798
N 1.141 -0.032 -2.413
H 0.858 0.355 -0.135
H 0.024 -0.892 2.067
H -3.148 0.799 0.544
O 1.047 2.823 0.146
H -1.282 -1.782 0.083
H -2.362 -0.667 1.079
H 0.155 3.084 -0.108
N 1.861 -1.704 1.379
C -0.267 -1.394 0.024
*
```

Summary:
**SMILES string**: CN[C@H](CN)CCN.O
**Max |F|**: 2.30 eV/A
**Orbital gap**: 9.19 eV
**Relative energy (zero: lowest compared OMol25 entry of this formula, charge and spin)**: 1.864 eV